[1]
31
Properties=species:S:1:pos:R:3:forces:R:3:lowdin_charge:R:1 method="wB97M-V/def2-TZVPD" spin_multiplicity=1 e_lumo_ev=-2.16 largest_force_ha_per_bohr=0.082 orbital_gap_ev=5.59 total_charge=0
C -3.22756 -0.18356 -1.18858 1.4 0.1 0.7 -0.008
C -1.77730 -0.11921 0.92303 -0.2 -0.1 3.4 -0.171
C -1.99718 -0.08442 -3.29913 1.3 0.1 2.2 -0.067
C -1.96926 -0.11487 -0.48276 -1.9 -0.1 -3.8 -0.169
H -4.17445 -0.24726 -0.66802 0.1 0.0 0.0 0.104
H -1.92048 -0.06750 -4.37147 -0.3 0.0 -0.1 0.104
C -0.80391 -0.02042 -2.52975 -1.5 -0.1 -0.3 -0.015
Be 0.70722 0.04515 -0.19989 1.1 0.1 0.6 0.329
O 1.70011 0.12000 -1.45235 -0.1 0.0 0.4 -0.055
O 4.46037 0.30674 -2.93912 -0.7 -0.1 2.4 0.071
Br -4.74727 -0.24823 -3.64351 -0.3 0.0 0.3 0.806
C 4.15708 0.27454 -1.73906 3.3 0.2 -0.7 -0.236
C -1.22085 -0.11559 3.57832 -1.0 -0.1 -0.9 -0.043
C 2.95359 0.19166 -1.03171 -1.7 -0.1 2.3 -0.228
C -2.58646 -0.19487 3.22677 0.3 0.0 -0.8 -0.593
O 1.98450 0.10879 1.04930 -1.3 -0.1 -0.2 -0.003
C 5.24221 0.32584 -0.43522 -0.5 0.0 -2.7 -0.211
C -0.19054 -0.04171 2.61149 -2.6 -0.2 0.0 -0.014
O 6.42399 0.39934 -0.55953 0.2 0.0 0.2 0.149
H -1.02141 -0.11527 4.61615 0.7 0.0 0.8 0.096
N -0.46739 -0.04336 1.27693 -1.1 -0.1 1.5 0.112
H -3.88849 -0.25401 1.45130 0.9 0.0 0.6 0.114
C -2.85822 -0.19584 1.86008 0.2 0.0 -1.2 -0.033
N -0.82977 -0.03744 -1.17735 0.3 0.0 -0.8 0.090
H 0.79179 0.01371 3.00572 1.0 0.1 -0.5 0.117
Br -4.09212 -0.30092 4.47202 1.5 0.1 -0.9 0.730
H 0.17708 0.04478 -2.99982 -0.2 0.0 0.3 0.128
O 4.86173 0.27494 1.99039 -0.3 0.0 -1.5 0.107
C 3.06966 0.18238 0.40089 0.4 0.1 -3.1 -0.265
C 4.44340 0.26265 0.83171 0.4 0.0 2.3 -0.277
C -3.20006 -0.16604 -2.57686 0.8 0.1 -0.7 -0.670

[2]
43
Properties=species:S:1:pos:R:3:forces:R:3:lowdin_charge:R:1 method="wB97M-V/def2-TZVPD" spin_multiplicity=1 e_lumo_ev=0.47 largest_force_ha_per_bohr=0.024 orbital_gap_ev=7.97 total_charge=0
P -2.20533 -0.86124 0.29128 0.4 0.0 -0.1 0.750
C 0.80129 1.96351 -1.10618 -0.1 -0.1 -0.1 -0.303
C 2.35504 2.23792 2.89337 0.4 0.4 0.1 -0.276
F 0.04360 -1.09566 3.39686 0.0 -0.3 0.2 -0.594
H 1.05255 3.34811 0.54726 0.3 -0.3 -0.3 0.094
H 1.04965 -1.48852 0.31242 0.3 0.1 -0.1 -0.053
H -0.19253 -3.82774 -0.92569 -0.2 0.3 -0.4 0.000
H 3.21275 2.90799 2.82676 0.0 0.1 0.2 0.041
O -0.55232 -3.52375 -1.79919 1.0 -0.5 -0.3 -0.117
C 0.88187 2.49922 -2.39662 0.1 -0.1 0.3 -0.033
H -4.49499 -0.12034 0.11442 -0.1 0.2 0.1 0.042
P 2.10148 1.34520 1.34310 -0.3 0.2 -0.3 0.723
C 3.63438 0.51314 0.88623 0.5 0.1 0.0 -0.277
H 4.47326 1.21333 0.84862 0.1 -0.2 -0.1 0.042
H 1.58771 3.30683 -2.56482 -0.1 -0.1 -0.1 0.110
H 1.44943 2.79359 3.15382 0.1 -0.1 -0.2 0.038
H 0.33074 -3.90305 1.59613 0.2 0.1 -0.5 0.047
H -3.77820 0.23906 1.72761 0.1 -0.1 -0.4 0.049
C 1.65523 2.57180 0.03330 0.1 -0.1 -0.1 -0.275
C 0.05820 2.00383 -3.40664 0.2 0.1 0.3 -0.053
H 0.22539 -3.54134 -2.39521 -0.7 0.0 0.5 0.064
C -2.66013 -2.55520 0.71694 -0.5 -0.3 -0.3 -0.255
H -1.20552 -1.75922 -1.73088 -0.5 1.0 0.3 0.069
C -0.80404 0.96715 -3.09080 -0.5 -0.5 -0.2 -0.034
C -1.72925 -0.78446 -1.48849 -0.4 0.2 0.0 -0.268
N -0.04633 0.94900 -0.82631 0.1 -0.2 -0.2 0.033
Y -0.01723 -0.19397 1.58376 0.0 -0.6 1.1 0.723
H -1.81359 -3.22862 0.55248 -0.1 0.2 -0.1 0.015
H -2.89931 -2.60588 1.78574 -0.1 0.2 -0.2 0.055
H -3.51760 -2.87299 0.12271 -0.1 -0.3 0.1 0.049
H -0.92887 1.60145 1.95100 0.0 0.4 0.0 -0.136
H 0.09781 2.42714 -4.41629 0.0 -0.2 0.4 0.115
H 2.59798 3.01465 -0.33778 -0.6 0.1 -0.2 0.089
H 3.48983 0.00399 -0.07337 0.0 0.2 0.1 0.041
O 0.51012 -3.74583 0.65249 0.2 0.3 0.6 -0.207
H 3.82987 -0.27789 1.62356 0.0 0.3 -0.1 0.051
C -0.82840 0.42381 -1.80367 0.2 0.3 0.4 -0.292
C -3.60121 0.22963 0.64146 -0.5 0.0 -0.2 -0.280
H -3.35086 1.25958 0.35828 0.0 -0.3 0.0 0.039
H -2.68574 -0.71250 -2.04215 0.6 -0.1 -0.3 0.094
H -1.48787 0.53773 -3.82917 0.3 0.2 0.1 0.117
H 2.51433 1.50716 3.69534 0.1 0.1 -0.2 0.051
H 0.84682 -2.76663 0.57830 -0.3 -0.7 0.0 -0.088

[3]
12
Properties=species:S:1:pos:R:3:forces:R:3:lowdin_charge:R:1 method="wB97M-V/def2-TZVPD" spin_multiplicity=2 e_lumo_ev="0.53 / 0.41" largest_force_ha_per_bohr=0.035 orbital_gap_ev="4.95 / 7.67" total_charge=0 relative_energy_kj_mol=213.7
H -1.55893 1.34558 0.93580 0.1 0.4 0.1 0.055
H 0.82288 0.38155 1.37257 0.1 0.0 0.1 0.054
H -1.42045 2.25951 -0.64512 0.1 0.2 0.3 0.054
N 1.27169 -1.36604 0.18155 -0.8 1.5 0.5 0.096
H 0.00943 0.40455 -1.54724 0.0 -0.2 -0.1 0.056
C 0.38618 -0.16017 0.53527 0.3 -0.6 0.4 -0.280
H -2.43934 0.85443 -0.47015 0.0 0.2 0.0 0.056
H 0.62886 -2.07331 -0.14465 0.0 -0.4 -0.3 0.123
C -0.36812 0.34723 -0.52122 0.0 0.3 0.1 -0.303
H 1.74793 -1.66621 1.02391 0.2 -0.2 -0.1 0.131
C -1.48207 1.29387 -0.14585 -0.4 -0.9 -0.7 -0.167
H 1.92041 -1.09231 -0.54331 0.5 -0.4 -0.4 0.126

[4]
39
Properties=species:S:1:pos:R:3:forces:R:3:lowdin_charge:R:1 method="wB97M-V/def2-TZVPD" spin_multiplicity=10 e_lumo_ev="-14.90 / -16.43" largest_force_ha_per_bohr=0.197 orbital_gap_ev="6.61 / 5.16" total_charge=+4 relative_energy_kj_mol=54.1
C -2.72146 -0.96925 -1.92658 -1.0 -0.1 -1.0 -0.869
C 2.32778 -0.34856 2.10473 1.6 -1.1 -1.3 -0.150
H 5.55603 -0.41915 2.98408 -0.1 0.0 0.0 0.164
C -2.70222 -2.46291 -2.23225 0.2 -0.1 0.3 -0.103
O 1.31408 3.49508 0.15473 -3.5 -3.6 0.0 0.230
C -2.15372 2.63890 -0.61272 -7.3 5.8 -4.0 -0.170
C 1.83438 0.37541 3.17752 -1.0 1.8 0.7 -0.125
H 2.14289 1.16011 5.14157 0.3 0.2 0.0 0.170
H -1.31873 -0.46185 -3.51222 0.0 0.0 0.0 0.082
H 4.64810 0.78628 4.94248 -0.1 -0.2 -0.2 0.163
C 0.80782 1.08742 -2.21664 -0.6 3.9 -3.5 -0.148
Ho 1.13479 -1.06374 -1.05678 -0.6 -0.7 0.8 1.136
C 3.97558 0.43304 4.16078 -1.3 0.8 1.4 0.073
C -2.28664 -0.13296 -3.11672 -0.2 0.2 -0.1 -0.086
O 3.86896 1.31521 -1.52384 -3.5 -3.7 0.4 0.245
H -4.82545 -0.71888 -2.14317 0.2 0.1 0.5 0.135
H -3.01214 -0.23786 -3.92961 0.0 0.1 0.1 0.135
H -4.09152 0.53906 -1.09453 -0.1 -0.5 -0.1 0.086
C 3.07377 0.48412 -1.41825 4.8 3.9 -0.3 0.001
C 4.48464 -0.24210 3.04303 0.7 -0.7 -0.4 0.090
H -2.97094 -3.02062 -1.32391 -0.1 -0.1 -0.4 0.094
O 1.35067 -0.37898 1.11209 0.3 -0.4 0.5 -0.196
H 4.02645 -1.26505 1.15668 0.2 0.0 0.3 0.141
C 3.65566 -0.72708 2.02577 -1.4 0.2 -0.8 0.072
B 0.22698 0.49048 1.61622 0.6 -0.7 0.0 -0.949
O 0.64663 0.94585 2.88971 0.6 -1.0 0.0 0.166
H -3.43428 -2.66101 -3.02576 0.1 -0.1 0.2 0.133
O 0.78270 2.05455 -2.83888 0.0 -3.3 2.3 0.234
H -1.71011 -2.79349 -2.57446 -0.3 0.0 -0.1 0.049
I -1.95376 -0.84074 2.12088 0.0 0.4 0.3 1.030
C -4.07659 -0.53662 -1.34619 0.2 0.0 0.0 -0.049
S -1.40605 -0.69533 -0.71518 0.7 -0.4 0.6 0.353
C 2.61696 0.69197 4.28465 0.8 0.0 0.5 0.128
H -4.32464 -1.14220 -0.45375 -0.1 0.3 -0.5 0.099
H -2.23545 0.91430 -2.80444 0.0 0.1 -0.4 0.069
O -2.93061 3.38310 -1.07659 3.9 -3.4 2.3 0.224
I 0.15597 -3.82234 -0.31102 0.2 -0.2 -0.1 0.692
Ru -0.94185 1.45838 0.16653 1.0 -2.5 1.6 0.853
C 0.46533 2.68746 0.17205 4.8 4.9 0.3 -0.203

[5]
74
Properties=species:S:1:pos:R:3:forces:R:3:lowdin_charge:R:1 method="wB97M-V/def2-TZVPD" spin_multiplicity=7 e_lumo_ev="-4.91 / -4.90" largest_force_ha_per_bohr=0.057 orbital_gap_ev="8.11 / 8.13" total_charge=+2
H -2.02634 5.25548 0.84520 -0.1 0.1 0.0 0.089
H -2.77701 0.19817 4.40843 0.0 0.0 0.0 0.109
H -3.18017 -1.49648 4.06940 0.0 0.0 0.0 0.112
H 5.35494 -1.34805 1.98056 -0.2 0.2 0.0 0.197
C -0.13103 3.76725 1.99675 0.0 0.1 -0.3 -0.065
O -2.52346 0.25478 -1.05548 -0.3 0.4 0.3 -0.240
C 1.99339 -1.34414 1.88509 0.1 -0.1 -0.1 -0.164
C 1.07482 3.25153 -2.32067 -0.2 0.0 0.0 -0.071
N 1.62235 -4.95597 -1.78447 0.0 0.4 0.0 -0.039
N -0.37159 3.12283 -2.18776 -0.2 -0.5 0.1 -0.187
C -0.52720 -3.25424 -2.02789 0.9 -1.2 0.0 -0.488
C -0.53844 -4.54178 -2.66314 -0.1 0.1 0.0 0.048
H 3.48718 -2.27622 3.17963 0.1 0.1 -0.1 0.145
C -2.70599 -0.59887 3.66939 0.4 -0.2 0.2 0.003
H 0.89580 3.42770 2.11607 0.1 -0.1 0.0 0.071
C 2.90641 0.05108 0.16132 0.0 -0.1 -0.1 -0.172
Tb -0.45504 -0.80988 -0.82352 0.7 -2.2 1.8 1.738
O -1.47662 -2.43047 -2.00435 -0.6 0.0 -0.5 -0.109
H -1.26469 1.61363 0.66222 0.1 0.0 0.1 0.096
H 1.30063 4.27154 -2.62734 0.1 0.0 0.0 0.099
H 1.48674 2.55911 -3.06475 0.0 0.0 0.0 0.094
H -5.33695 0.13569 1.76451 0.0 0.0 0.0 0.099
H 5.08419 0.15283 0.11612 0.0 0.0 0.2 0.145
H -1.65755 -0.80362 3.46095 -0.1 0.0 0.1 0.086
H -2.91636 2.29022 -1.40833 0.0 -0.2 0.0 0.132
C -0.73167 1.90394 -1.45294 -0.8 1.7 0.5 -0.547
H 0.03375 4.24949 -0.09117 0.0 0.0 0.0 0.126
C -0.53602 2.19098 0.08676 0.2 0.4 -0.5 -0.095
H -1.39661 -4.85197 -3.23430 0.0 -0.1 0.0 0.126
C -0.61666 3.65688 0.55044 -0.1 -0.2 0.3 -0.404
H -2.35236 4.28688 -0.57681 -0.2 0.0 -0.2 0.070
H 1.55422 3.05416 -1.36451 0.1 0.0 0.1 0.079
H -2.33977 1.29072 -2.78834 -0.1 0.1 0.3 0.142
H -2.07626 3.53106 -3.34162 -0.1 0.0 -0.1 0.087
C 0.54585 -5.33951 -2.50826 -0.7 0.2 -0.2 -0.007
N 0.60306 -2.87976 -1.35966 -0.5 -0.3 -0.5 0.044
O 0.05734 0.81419 -1.79439 0.5 1.1 -1.4 -0.304
H 4.30932 -0.12567 2.40050 0.2 -0.2 -0.1 0.193
C -4.70488 0.35124 2.62127 -0.4 0.3 -0.1 -0.002
H 3.67262 -5.32665 -1.70198 -0.1 -0.1 -0.1 0.100
C 1.66113 -3.69812 -1.22669 0.2 0.1 0.2 -0.470
H 2.71140 -6.20620 -0.51215 0.0 0.0 -0.1 0.108
C -2.02382 4.24046 0.45580 0.3 -0.1 -0.2 -0.051
H 0.59936 -6.32508 -2.94916 0.0 0.0 0.0 0.146
H 2.78147 0.93842 0.79150 0.0 0.1 -0.1 0.127
H 2.13634 -1.79370 -0.05151 -0.3 0.4 0.2 0.048
C -1.01143 3.34817 -3.47594 0.0 -0.1 0.1 -0.068
O -1.58662 -0.74541 1.17193 -0.3 -0.1 0.1 -0.119
H 3.50594 -2.81981 1.48019 0.1 0.2 0.1 0.125
C -3.44412 0.26584 0.02135 -0.2 -0.3 0.2 -0.068
O 2.65828 -3.32780 -0.58279 0.4 -0.3 0.0 -0.006
N 4.42319 -0.95572 1.80195 0.4 0.0 0.3 0.067
H -0.76773 3.18349 2.65916 -0.1 -0.1 0.2 0.077
H -4.27518 -0.41345 -0.23168 0.2 0.2 0.1 0.163
H -0.86152 2.52804 -4.18856 0.0 0.0 -0.1 0.099
C 2.73293 -5.85352 -1.54517 0.5 -0.2 0.3 0.008
H 4.40264 -1.45388 -0.23787 0.1 0.0 0.2 0.137
H 0.46404 1.80734 0.33348 -0.1 0.0 0.1 0.100
C -2.74294 -0.26176 1.28326 -0.3 0.1 0.1 -0.382
C 3.37635 -1.95740 2.14192 -0.8 -0.5 0.3 -0.094
N -3.36799 -0.18414 2.44511 0.4 -0.1 -0.3 -0.114
H 1.23389 -2.10143 2.09989 0.1 0.1 0.1 0.136
H -4.67426 1.43041 2.78351 0.0 0.0 0.0 0.111
C 4.29517 -0.55350 0.37318 -0.2 0.4 -0.8 -0.086
H -5.14919 -0.10883 3.50302 0.0 0.0 -0.1 0.108
C -2.22486 1.50425 -1.71793 0.6 0.7 -0.8 -0.071
H 2.79040 0.35259 -0.88300 0.1 0.1 0.1 0.133
H -0.17549 4.80419 2.32022 0.0 0.1 0.1 0.086
H -3.85282 1.26789 0.19503 0.1 -0.1 -0.1 0.143
H -2.73164 3.65776 1.04535 -0.1 -0.1 0.1 0.076
N 1.86298 -0.92923 0.48324 0.2 -0.2 -0.1 -0.138
H 2.66853 -6.70339 -2.21753 0.0 0.0 0.0 0.101
H -0.57418 4.24973 -3.90365 -0.1 0.0 0.0 0.097
H 1.81983 -0.48433 2.54159 -0.1 -0.1 0.0 0.132

[6]
53
Properties=species:S:1:pos:R:3:forces:R:3:lowdin_charge:R:1 method="wB97M-V/def2-TZVPD" spin_multiplicity=1 e_lumo_ev="-8.57 / -8.62" largest_force_ha_per_bohr=0.126 orbital_gap_ev="5.62 / 5.54" total_charge=+2
O -2.79019 -0.80126 -0.44218 1.8 -0.6 0.0 -0.271
H -3.87754 -0.22958 -2.15026 0.4 0.1 0.5 0.100
H 2.93496 -1.56599 -1.24089 0.0 0.0 -0.2 0.105
C 1.62422 1.24636 1.17018 -0.1 2.1 -2.8 -0.263
H 1.62470 4.15381 0.38608 -0.1 -0.2 -0.2 0.112
H -1.62620 3.55923 0.25989 -0.1 -0.1 0.2 0.086
H -2.30418 0.63596 -1.95958 -0.2 -0.3 0.2 0.097
H -2.47995 0.10895 2.32226 0.2 0.1 0.3 0.089
H -0.80399 -4.44949 -0.35279 -0.3 0.2 0.3 0.094
H -2.63813 2.17929 0.73949 0.1 0.1 0.2 0.080
H 0.23041 3.82416 -0.66012 0.3 0.0 0.0 0.082
H -3.66970 1.00541 -0.86483 0.2 -0.4 -0.3 0.096
C -1.56799 0.31564 2.91026 -0.7 -0.2 0.2 -0.015
H -3.60436 -3.00110 -2.19031 0.4 0.2 -0.1 0.115
C 0.86017 0.32735 1.98591 -2.4 -1.4 0.7 -0.279
C -1.41513 -4.20426 0.53212 0.4 -0.8 0.2 -0.055
C 1.43178 -0.68202 2.91273 0.2 -0.3 0.2 -0.026
C 0.72521 2.22815 0.67406 2.0 -0.9 0.1 -0.222
H 1.21483 0.09917 -3.15257 -0.2 -0.1 0.5 0.129
H 1.79681 3.04822 -0.99052 -0.1 0.2 0.1 0.081
H 3.55024 0.32698 1.40023 0.0 0.2 -0.1 0.087
H 2.39933 -1.05156 2.56319 -0.2 0.0 0.1 0.085
H 1.81951 -2.27926 -2.39363 0.1 0.0 -0.1 0.120
H 3.40455 1.36766 -0.03718 0.0 0.1 0.3 0.087
H 1.58822 -0.24570 3.91283 -0.1 0.0 -0.3 0.127
O -1.55960 -2.47590 -2.00052 1.4 1.4 1.6 -0.299
C 1.11366 3.37201 -0.19518 0.0 0.2 -0.1 -0.011
C -2.73746 -2.70444 -2.79853 -0.7 -0.5 -0.5 -0.048
C -0.48107 0.83393 2.05016 0.6 -0.7 -0.4 -0.249
H -2.97182 -1.82183 -3.40513 0.2 -0.2 0.3 0.093
H 2.03247 0.74824 -1.74618 -0.3 -0.2 0.4 0.084
C 1.56977 -0.16397 -2.13749 -1.2 0.7 -1.9 -0.112
C -1.77849 2.79606 1.02903 0.1 0.2 -0.2 0.018
H 0.75944 -1.53820 3.03287 0.1 0.2 0.1 0.092
C 2.45400 -1.40144 -2.21689 -0.3 -0.8 1.0 -0.304
C -3.16650 0.20197 -1.42391 -0.3 0.5 -0.1 -0.062
H 3.54500 2.09125 1.57714 -0.1 -0.2 -0.2 0.121
C 3.10239 1.25008 1.01477 0.4 0.0 0.1 -0.009
P -1.45709 -1.72478 -0.56894 -5.6 -2.9 -0.5 0.730
H 3.09788 -1.33624 -4.30404 0.0 0.0 0.2 0.095
H -1.27084 -0.61093 3.41268 -0.1 0.2 -0.1 0.086
C -0.55538 1.97498 1.22590 -0.5 -0.5 0.5 -0.165
H 0.18183 -0.33072 -1.70437 1.8 1.4 -4.0 0.055
H 4.19562 -2.19154 -3.21217 -0.1 0.1 0.1 0.098
H -1.83437 1.05090 3.69056 0.1 -0.3 -0.3 0.112
H -2.04732 3.31426 1.96026 0.0 -0.1 -0.1 0.121
H -2.30409 -4.84939 0.54949 0.3 0.3 0.0 0.112
H 4.14679 -0.42382 -3.19985 -0.1 -0.1 0.0 0.094
H -0.82091 -4.37996 1.44096 -0.3 0.1 -0.3 0.102
O -1.87144 -2.83009 0.54748 0.9 1.9 -1.3 -0.267
Ga 0.54385 -0.67552 -0.30483 2.2 0.6 6.1 0.820
H -2.47401 -3.53156 -3.46354 -0.1 0.2 0.2 0.109
C 3.53567 -1.32694 -3.30096 -0.1 0.4 -0.3 -0.056